Entry 1:
This record from the Open Molecules 2025 dataset describes 2 unconnected molecules or ions with the total composition C21H15F4N2O4S2 in a non-equilibrium geometry. The level of theory is ωB97M-V with the def2-TZVPD basis set.

Atoms and positions in Å:
F: -3.778 3.971 -4.170
C: -2.507 4.128 -3.704
F: -1.804 4.778 -4.680
F: -2.576 4.991 -2.626
C: -1.867 2.836 -3.260
C: -0.479 2.766 -3.205
C: 0.129 1.573 -2.843
C: -0.641 0.468 -2.488
C: 0.071 -0.826 -2.105
C: -0.809 -1.908 -1.590
N: -1.426 -2.782 -1.107
C: -2.028 0.579 -2.438
C: -2.643 1.781 -2.795
H: 0.142 3.599 -3.497
H: 1.212 1.444 -2.885
H: 0.739 -1.196 -2.907
H: -2.643 -0.299 -2.189
H: -3.725 1.868 -2.782
C: 4.600 -3.342 0.104
C: 4.321 -3.470 1.473
C: 3.612 -2.476 2.149
C: 3.222 -1.319 1.467
S: 2.813 0.188 2.399
N: 1.456 0.004 3.276
F: 0.980 -0.514 -1.057
S: 0.137 0.950 3.137
C: -1.339 0.032 2.594
C: -2.007 0.447 1.428
C: -3.307 0.012 1.176
C: -3.938 -0.872 2.060
C: -3.259 -1.306 3.205
C: -1.953 -0.881 3.458
O: -0.221 1.388 4.465
O: 0.231 1.906 2.058
O: 3.923 0.316 3.327
O: 2.698 1.120 1.302
C: 3.415 -1.238 0.079
C: 4.134 -2.223 -0.595
H: 5.192 -4.099 -0.413
H: 4.664 -4.350 2.019
H: 3.361 -2.574 3.203
H: -1.515 1.127 0.733
H: -3.821 0.360 0.278
H: -4.952 -1.218 1.859
H: -3.746 -1.984 3.906
H: -1.402 -1.235 4.329
H: 3.007 -0.411 -0.482
H: 4.333 -2.109 -1.662

The value obtained for the energy relative to the best compared isomer or geometry (same formula, charge and spin) is 0.000 eV. Its net charge is -1. The value obtained for the HOMO-LUMO gap is 7.662 eV. For the total energy, the calculation gives -2415.5802 a.u.

=====

Entry 2:
This record from the Open Molecules 2025 dataset describes a molecular structure, C21H15NO6PPt in a non-equilibrium geometry. The level of theory is ωB97M-V with the def2-TZVPD basis set.

Atoms and positions in Å:
Pt: -1.356 -0.001 -0.792
O: -2.763 3.430 1.412
C: -2.434 2.374 0.880
O: -2.295 2.115 -0.347
C: -2.229 1.157 1.798
C: -2.326 1.197 3.176
C: -2.304 0.001 3.882
C: -2.326 -1.194 3.176
C: -2.232 -1.154 1.797
N: -2.095 0.002 1.150
C: -2.439 -2.371 0.879
O: -2.771 -3.426 1.411
O: -2.298 -2.112 -0.348
H: -2.421 2.159 3.656
H: -2.293 0.001 4.965
H: -2.419 -2.157 3.655
O: -0.270 0.001 -4.939
C: -0.056 0.001 -3.735
O: -0.998 0.002 -2.860
C: 1.506 -0.001 -3.428
P: 2.361 -0.002 -1.808
C: 1.636 -1.475 -0.958
C: 0.965 -2.496 -1.642
C: 0.741 -3.721 -1.034
C: 1.183 -3.967 0.253
C: 1.886 -2.981 0.932
C: 2.130 -1.764 0.325
C: 1.638 1.474 -0.958
C: 2.132 1.761 0.325
C: 1.886 2.978 0.933
C: 1.185 3.964 0.255
C: 0.743 3.720 -1.034
C: 0.968 2.495 -1.642
H: 1.906 0.872 -3.952
H: 1.905 -0.874 -3.951
H: 0.605 -2.334 -2.648
H: 0.206 -4.492 -1.573
H: 0.965 -4.908 0.736
H: 2.260 -3.167 1.930
H: 2.737 -1.031 0.839
H: 2.739 1.029 0.838
H: 2.260 3.163 1.932
H: 0.963 4.904 0.739
H: 0.209 4.491 -1.573
H: 0.610 2.334 -2.649

The value obtained for the energy relative to the best compared isomer or geometry (same formula, charge and spin) is 3.265 eV. Its net charge is -1. The value obtained for the HOMO-LUMO gap (alpha / beta) is 7.296 / 7.295 eV. For the total energy, the calculation gives -1776.2103 a.u.

=====

Entry 3:
This record from the Open Molecules 2025 dataset describes a molecular structure, C21H15NO6PPt. The level of theory is ωB97M-V with the def2-TZVPD basis set.

Atoms and positions in Å:
Pt: -0.034 -1.140 -0.210
O: 2.016 -4.051 1.709
C: 1.287 -3.321 1.070
O: 1.336 -2.023 1.030
C: 0.151 -3.940 0.248
C: -0.216 -5.270 0.144
C: -1.336 -5.579 -0.621
C: -2.076 -4.580 -1.253
C: -1.654 -3.273 -1.108
N: -0.570 -3.033 -0.386
C: -2.319 -2.007 -1.662
O: -3.344 -2.120 -2.303
O: -1.714 -0.891 -1.373
H: 0.371 -6.019 0.657
H: -1.642 -6.613 -0.724
H: -2.962 -4.788 -1.835
O: 4.064 0.829 -1.964
C: 2.947 0.453 -1.581
O: 2.214 -0.472 -1.982
C: 2.381 1.345 -0.411
P: 0.648 1.016 0.021
C: -0.229 2.162 -1.087
C: -0.622 3.470 -0.821
C: -1.219 4.240 -1.811
C: -1.413 3.717 -3.080
C: -0.994 2.425 -3.362
C: -0.410 1.650 -2.374
C: 0.486 1.450 1.794
C: -0.387 2.361 2.378
C: -0.407 2.538 3.757
C: 0.441 1.807 4.570
C: 1.302 0.878 3.998
C: 1.320 0.695 2.627
H: 2.473 2.383 -0.734
H: 2.999 1.221 0.481
H: -0.433 3.923 0.140
H: -1.523 5.255 -1.587
H: -1.881 4.318 -3.849
H: -1.128 2.012 -4.353
H: -0.085 0.639 -2.593
H: -1.091 2.917 1.780
H: -1.099 3.249 4.192
H: 0.423 1.946 5.644
H: 1.956 0.282 4.622
H: 1.971 -0.059 2.201

The value obtained for the energy relative to the best compared isomer or geometry (same formula, charge and spin) is 1.005 eV. Its net charge is -1. The value obtained for the HOMO-LUMO gap is 7.356 eV. For the total energy, the calculation gives -1776.2933 a.u.

=====

Entry 4:
This record from the Open Molecules 2025 dataset describes a molecular structure, C21H16BClF2N5O2S2Sc. The level of theory is ωB97M-V with the def2-TZVPD basis set.

Atoms and positions in Å:
Sc: 1.259 -0.768 -0.253
C: 5.130 1.122 -0.562
C: 3.805 0.929 0.130
O: 3.239 -0.198 -0.087
C: 3.262 1.938 0.894
C: 1.988 1.866 1.527
C: 1.527 3.085 2.282
N: 1.220 0.821 1.411
N: -0.016 0.928 2.055
C: -0.701 -0.135 1.794
O: -0.278 -1.136 1.083
C: -2.087 -0.236 2.347
C: -2.690 0.848 2.984
C: -3.976 0.740 3.487
C: -4.683 -0.452 3.360
C: -4.089 -1.533 2.725
C: -2.798 -1.424 2.223
H: 5.612 0.153 -0.687
H: 5.789 1.807 -0.026
H: 4.942 1.529 -1.560
H: 3.823 2.856 1.004
H: 2.356 3.776 2.422
H: 1.077 2.828 3.239
H: 0.754 3.578 1.685
H: -2.130 1.770 3.066
H: -4.434 1.592 3.976
H: -5.693 -0.532 3.745
H: -4.628 -2.466 2.611
H: -2.326 -2.260 1.728
S: 1.833 -0.367 -2.955
C: 1.234 1.215 -2.627
S: 0.022 1.373 -1.408
C: 1.752 2.350 -3.269
C: 2.772 2.263 -4.262
N: 3.583 2.238 -5.085
C: 1.286 3.666 -2.981
N: 0.948 4.755 -2.790
F: 1.117 -4.231 -0.148
B: 1.939 -3.161 -0.400
F: 3.153 -3.616 -0.799
Cl: -3.570 -4.524 -0.281
C: -2.728 -3.329 -1.245
C: -3.302 -2.838 -2.401
C: -2.590 -1.894 -3.118
C: -1.353 -1.478 -2.644
N: -0.823 -1.950 -1.519
C: -1.490 -2.869 -0.830
H: -4.277 -3.183 -2.719
H: -2.987 -1.468 -4.030
H: -0.748 -0.743 -3.161
H: -1.027 -3.237 0.074

The value obtained for the energy relative to the best compared isomer or geometry (same formula, charge and spin) is 0.755 eV. Its net charge is -2. The value obtained for the HOMO-LUMO gap is 5.940 eV. For the total energy, the calculation gives -3476.3174 a.u.

=====

Entry 5:
This record from the Open Molecules 2025 dataset describes a molecular structure, C21H16BrN5NiO2S2 in a non-equilibrium geometry. The level of theory is ωB97M-V with the def2-TZVPD basis set.

Atoms and positions in Å:
Ni: 0.185 -0.145 -1.399
C: -1.312 2.796 -3.861
C: -0.938 2.229 -2.585
O: -1.007 0.944 -2.513
C: -0.281 3.004 -1.636
C: 0.316 2.676 -0.381
C: 0.638 3.683 0.674
N: 0.551 1.399 -0.121
N: 0.965 1.089 1.153
C: 0.957 -0.230 1.385
O: 0.660 -1.145 0.569
C: 1.338 -0.698 2.744
C: 1.612 -1.996 2.946
C: 1.800 -2.537 4.221
C: 1.848 -1.692 5.323
C: 1.573 -0.333 5.147
C: 1.206 0.130 3.894
H: -0.476 2.578 -4.633
H: -1.532 3.870 -3.844
H: -2.115 2.163 -4.204
H: -0.475 4.110 -1.804
H: 0.756 4.692 0.189
H: 1.505 3.523 1.242
H: -0.260 3.933 1.310
H: 1.601 -2.557 2.050
H: 2.112 -3.551 4.355
H: 2.064 -2.069 6.335
H: 1.508 0.376 5.952
H: 0.888 1.164 3.762
S: 2.147 -0.498 -2.962
C: 1.203 -1.788 -3.581
S: -0.120 -2.246 -2.542
C: 1.464 -2.373 -4.795
C: 2.519 -1.979 -5.707
N: 3.217 -1.720 -6.602
C: 0.494 -3.180 -5.521
N: -0.159 -3.946 -6.051
Br: -2.296 -1.418 3.951
C: -2.437 -1.056 2.125
C: -2.493 -2.099 1.282
C: -2.635 -1.904 -0.075
N: -2.615 -0.608 -0.552
C: -2.330 0.440 0.247
C: -2.296 0.249 1.596
H: -2.398 -3.161 1.697
H: -2.635 -2.743 -0.757
H: -2.242 1.473 -0.223
H: -2.075 1.149 2.201

The multiplicity is 3. The value obtained for the energy relative to the best compared isomer or geometry (same formula, charge and spin) is 0.541 eV. Its net charge is -2. Its expectation value of S² is 2.01. The value obtained for the HOMO-LUMO gap (alpha / beta) is 5.435 / 5.619 eV. For the total energy, the calculation gives -6112.8589 a.u.

=====

Question: What is the net charge in the fourth record?
Answer: -2